1.
{
  "formula": "C3H10N4",
  "method": "ωB97M-V/def2-TZVPD",
  "mol_weight_g_mol": 102.14,
  "homo_ha": -0.289,
  "de_lowest_ev": 3.573,
  "max_force_ev_per_a": 1.6,
  "orbital_gap_ev": 8.87,
  "species": ["N", "N", "N", "N", "C", "C", "C", "H", "H", "H", "H", "H", "H", "H", "H", "H", "H"],
  "coordinates": [[0.2650, -1.3869, -0.8503], [-0.6072, 0.7517, -1.1708], [-0.0570, 2.0848, -1.1688], [0.8997, 0.2833, 0.8040], [-0.1237, -0.4508, 0.0692], [-1.3118, -0.6850, 0.9885], [2.0202, -0.2676, 0.9743], [-1.6240, 0.2478, 1.4588], [-0.2160, 2.4579, -0.2340], [0.9507, 1.9561, -1.2148], [2.2371, -1.2695, 0.5917], [2.8032, 0.2890, 1.4831], [-0.3104, -2.2221, -0.8357], [-2.1462, -1.1151, 0.4315], [-1.0254, -1.3851, 1.7762], [-0.1432, -0.1043, -1.7715], [-1.6110, 0.8157, -1.3316]]
}

***

2.
{
  "formula": "C4H10N2O",
  "method": "ωB97M-V/def2-TZVPD",
  "mol_weight_g_mol": 102.14,
  "homo_ha": -0.348,
  "smiles": "NCCCNC=O",
  "de_lowest_ev": 1.200,
  "max_force_ev_per_a": 1.1,
  "orbital_gap_ev": 10.44,
  "species": ["O", "N", "N", "C", "C", "C", "C", "H", "H", "H", "H", "H", "H", "H", "H", "H", "H"],
  "coordinates": [[0.5408, 3.1011, 0.4846], [0.4431, 1.1313, -0.6233], [0.2339, -2.9415, -0.1152], [-0.0200, -1.8862, 0.8574], [-0.2315, -0.0984, -0.9512], [-0.8862, -0.8062, 0.2486], [-0.1047, 2.1790, 0.0427], [0.9353, -1.4696, 1.1851], [-1.7661, -1.2618, -0.1400], [-0.6035, -3.4751, -0.2577], [-0.4698, -2.2967, 1.7700], [-0.9453, 0.0696, -1.7620], [-1.2062, 2.1008, 0.0874], [1.0014, -3.5399, 0.1454], [-1.2429, -0.1656, 1.0514], [0.4378, -0.8822, -1.3233], [1.4055, 1.2693, -0.8921]]
}

***

3.
{
  "formula": "C6H9N",
  "method": "ωB97M-V/def2-TZVPD",
  "mol_weight_g_mol": 95.14,
  "homo_ha": -0.278,
  "de_lowest_ev": 2.894,
  "max_force_ev_per_a": 0.4,
  "orbital_gap_ev": 8.19,
  "species": ["N", "C", "C", "C", "C", "C", "C", "H", "H", "H", "H", "H", "H", "H", "H", "H"],
  "coordinates": [[-0.5003, -0.4272, 0.6055], [-1.2481, 1.9214, 0.7443], [0.2541, -0.5840, -1.6580], [-0.6465, 0.7578, 0.0228], [1.6870, -1.4766, 0.0139], [-0.1699, 0.7004, -1.2986], [0.1890, -1.3232, -0.3498], [-0.3181, -2.2937, -0.3636], [-2.3317, 1.7895, 0.8405], [-0.8299, 2.0262, 1.7509], [2.0587, -2.4435, -0.3297], [2.2724, -0.7065, -0.4975], [-1.0666, 2.8430, 0.1871], [-0.8020, -0.6502, 1.5429], [1.8528, -1.3829, 1.0895], [-0.1313, 1.5816, -1.9326]]
}

***

4.
{
  "formula": "C37H38LuN7S6",
  "method": "ωB97M-V/def2-TZVPD",
  "mol_weight_g_mol": 948.13,
  "homo_ha": -0.256,
  "de_lowest_ev": 0.302,
  "max_force_ev_per_a": 0.5,
  "orbital_gap_ev": 7.20,
  "species": ["Lu", "S", "S", "S", "S", "S", "S", "N", "N", "N", "N", "N", "N", "N", "C", "C", "C", "C", "C", "C", "C", "C", "C", "C", "C", "C", "C", "C", "C", "C", "C", "C", "C", "C", "C", "C", "C", "C", "C", "C", "C", "C", "C", "C", "C", "C", "C", "C", "C", "C", "C", "H", "H", "H", "H", "H", "H", "H", "H", "H", "H", "H", "H", "H", "H", "H", "H", "H", "H", "H", "H", "H", "H", "H", "H", "H", "H", "H", "H", "H", "H", "H", "H", "H", "H", "H", "H", "H", "H"],
  "coordinates": [[-0.4200, 0.9276, 0.2554], [-1.6970, 3.0599, 1.3102], [-1.6615, -1.1470, 1.7855], [0.9207, 1.7993, 2.7668], [1.8456, 1.8877, -0.7716], [0.5309, -1.8886, -1.6170], [-2.7419, 0.8887, -1.1847], [1.6476, -0.7845, 1.1440], [0.0108, -0.1907, -1.9583], [-3.5820, -2.9391, 1.3286], [2.3598, 2.2669, -3.3194], [0.9266, 0.4473, -2.8652], [2.2618, 1.9617, -4.7038], [-4.2914, -0.8218, 1.9493], [-1.1284, 2.3403, -4.7330], [-1.8666, -1.3822, -3.4247], [-2.4366, -2.2376, -2.4836], [3.2319, -1.0618, 2.9293], [-2.6364, 3.3354, 3.8600], [-1.8893, 1.0485, -2.7250], [0.8818, 3.5929, -7.4285], [-2.6101, 3.2091, 5.2388], [-0.1466, 1.2116, -5.1103], [0.9747, 2.2628, -5.3292], [1.0740, 0.0812, 3.3532], [0.0620, 3.3627, -4.6943], [1.2297, 2.4755, -6.7932], [-4.8482, -3.3131, 0.6906], [3.7314, -1.9038, 0.7765], [-1.0429, -0.1603, -3.0913], [-0.4502, 2.1983, 5.1060], [-3.2323, -3.2968, -2.9031], [-1.5173, 2.6280, 5.8757], [0.2210, 4.7201, -6.7425], [-1.5813, 2.8798, 3.0528], [-2.9366, -2.6495, -5.1909], [2.5077, -1.4135, 0.3345], [-4.0628, 0.6278, 2.0246], [-0.1272, 4.6318, -5.4611], [4.1092, -1.7182, 2.0878], [-1.9080, 2.1510, -3.4774], [-2.5493, -3.9748, 1.2624], [-3.4919, -3.5042, -4.2514], [-0.4885, 2.3124, 3.7157], [-2.1275, -1.6011, -4.7750], [2.0134, -0.6320, 2.4309], [-3.2880, -1.6627, 1.6514], [-5.5246, -1.2619, 2.6063], [2.2151, -1.5569, -1.1354], [1.6930, 1.5577, -2.4946], [0.1035, 0.1626, -4.0672], [-2.0482, -3.9711, 0.2918], [-2.2638, -2.0691, -1.4286], [4.3826, -2.4089, 0.0750], [1.1115, 3.7032, -8.4827], [-1.7901, 2.5833, -5.5680], [2.8102, -2.3687, -1.5488], [-5.4099, -2.2625, 3.0117], [-3.6498, 0.9092, 2.9961], [-3.1295, -2.7977, -6.2475], [-5.5289, -3.8224, 1.3735], [-0.5917, 5.4728, -4.9514], [-5.3378, -2.4402, 0.2701], [-2.5140, 2.9885, -3.1381], [-3.6680, -3.9634, -2.1708], [-3.4446, 3.5764, 5.8262], [-4.1267, -4.3236, -4.5670], [2.5153, -0.6465, -1.6550], [0.4917, -0.7427, -4.5315], [0.3577, 3.5669, -3.6664], [-5.7151, -0.5847, 3.4388], [-1.6998, -0.9338, -5.5152], [3.4775, -0.8823, 3.9683], [-3.4866, 3.7940, 3.3657], [-5.0231, 1.1237, 1.8791], [-3.0338, -4.9386, 1.4150], [-4.6251, -3.9948, -0.1241], [-0.4162, 0.6990, -6.0347], [0.4261, 1.7750, 5.5861], [-6.3886, -1.2339, 1.9422], [-3.3877, 0.9659, 1.2489], [2.9487, 2.5633, -5.1287], [1.7614, 1.6739, -7.3040], [1.4604, 0.0677, 4.3679], [-1.8031, -3.8220, 2.0324], [0.0820, -0.3580, 3.3471], [5.0666, -2.0753, 2.4488], [-1.4906, 2.5259, 6.9546], [0.0400, 5.6301, -7.3048]]
}